1.
Computed, not measured: C12H43Ag2O10 as an isolated structure at a distorted geometry, with ωB97M-V with the def2-TZVPD basis set.

Computed properties:
ΔE to the lowest compared entry with this formula, charge and spin = 0.486 eV
2S+1 = 3
HOMO level (spin up / spin down) = -15.16 / -15.01 eV
net charge = +3
molecular weight = 563.20 g/mol

Geometry (Å):
Ag1 3.6823 -2.6175 4.1514
Ag2 5.1235 -3.4975 -0.3409
C1 -0.0166 -1.8802 0.7985
C2 1.2831 -1.3772 0.2056
C3 1.1353 0.1886 -0.0271
O1 2.4071 -1.7460 0.9723
H1 0.0814 -2.9420 1.0245
H2 -0.9265 -1.7133 0.2220
H3 -0.1992 -1.4264 1.7726
H4 1.3498 -1.9328 -0.7298
H5 0.6899 0.7979 0.7594
H6 0.5662 0.3352 -0.9451
H7 2.0653 0.7178 -0.2349
C4 0.1737 0.3498 5.3404
O2 1.4299 -0.1072 5.0678
H8 0.2321 1.0245 6.1945
H9 -0.2647 0.8723 4.4901
H10 -0.5209 -0.4395 5.6276
H11 1.9603 0.6660 4.8616
C5 2.8141 1.6079 -4.9032
O3 4.0655 1.8908 -5.4786
H12 2.7996 0.6306 -4.4206
H13 2.6420 2.4197 -4.1965
H14 2.0346 1.6126 -5.6651
H15 4.2921 1.1173 -6.0002
C6 -4.3710 -4.8337 0.2788
O4 -4.0701 -5.2789 1.6004
H16 -3.4897 -4.8260 -0.3624
H17 -5.1141 -5.5250 -0.1189
H18 -4.7452 -3.8296 0.4784
H19 -4.2494 -4.5730 2.2259
C7 0.9752 -5.6090 4.1134
O5 1.2141 -4.5279 4.9639
H20 -0.0957 -5.5989 3.9106
H21 1.4080 -5.1641 3.2174
H22 1.3212 -6.5732 4.4860
H23 0.9543 -4.8882 5.8149
C8 -2.2500 5.0050 3.3452
O6 -3.2583 5.4950 2.5222
H24 -1.7240 5.8504 3.7887
H25 -2.7636 4.5774 4.2062
H26 -1.6206 4.2208 2.9246
H27 -3.2833 6.3974 2.1955
C9 7.1729 0.6223 -0.4224
O7 6.8586 -0.5679 0.3557
H28 8.0818 0.2773 -0.9153
H29 6.3474 0.7800 -1.1165
H30 7.5850 1.4291 0.1838
H31 6.9007 -0.2355 1.2553
C10 -1.0903 5.1558 -2.4011
O8 -0.6226 6.1116 -1.5434
H32 -1.2708 4.2361 -1.8447
H33 -2.0180 5.4786 -2.8737
H34 -0.5041 4.9455 -3.2957
H35 0.2985 6.1640 -1.8090
C11 -4.1413 1.7441 -2.1747
O9 -3.8975 2.0918 -3.5646
H36 -4.7879 2.4840 -1.7029
H37 -4.6552 0.8008 -1.9899
H38 -3.2137 1.5357 -1.6416
H39 -4.6078 2.6429 -3.9011
C12 -2.6297 -2.0589 -4.6231
O10 -3.2780 -1.2370 -5.5478
H40 -3.0189 -1.9749 -3.6084
H41 -2.6400 -3.1170 -4.8848
H42 -1.5725 -1.8369 -4.7685
H43 -3.0344 -0.3414 -5.3025


2.
Computed, not measured: C30H22BrF5N5O2SSeTi as an isolated structure, with ωB97M-V with the def2-TZVPD basis set.

Computed properties:
ΔE to the lowest compared entry with this formula, charge and spin = 0.604 eV
2S+1 = 2
HOMO level (spin up / spin down) = -7.29 / -7.36 eV
net charge = 0
molecular weight = 818.33 g/mol

Geometry (Å):
Ti1 0.6512 -0.3356 -1.1794
O1 1.5781 -1.0624 0.2842
C1 1.9693 -0.7003 1.4883
C2 2.6104 -1.6252 2.3218
C3 3.0389 -1.2531 3.5822
C4 2.8264 0.0400 4.0589
C5 2.1956 0.9573 3.2440
C6 1.7637 0.6133 1.9579
C7 1.1089 1.6207 1.1576
N1 0.6468 1.4331 -0.0267
N2 -0.0006 2.5240 -0.5930
C8 -0.3849 2.2210 -1.8011
O2 -0.1342 1.0904 -2.3827
C9 -1.1984 3.2141 -2.5460
C10 -1.6897 4.3567 -1.9177
C11 -2.4630 5.2599 -2.6288
C12 -2.7467 5.0309 -3.9696
C13 -2.2560 3.8950 -4.5977
C14 -1.4856 2.9862 -3.8882
H1 2.7707 -2.6239 1.9367
H2 3.5539 -1.9773 4.2033
H3 3.1639 0.3252 5.0459
H4 2.0329 1.9700 3.5955
H5 0.9932 2.6134 1.5888
H6 -1.4542 4.5254 -0.8759
H7 -2.8436 6.1473 -2.1394
H8 -3.3487 5.7401 -4.5235
H9 -2.4718 3.7167 -5.6433
H10 -1.0960 2.0947 -4.3614
C15 -4.2010 1.3201 1.0032
C16 -3.5286 0.3165 0.1125
C17 -4.2353 -0.4712 -0.7890
C18 -3.5712 -1.3757 -1.5959
C19 -2.1968 -1.4477 -1.4811
Br1 -1.2373 -2.7186 -2.4896
N3 -1.4907 -0.6813 -0.6618
C20 -2.1538 0.1678 0.1337
H11 -5.2277 1.0283 1.2206
H12 -4.2240 2.3010 0.5239
H13 -3.6669 1.4234 1.9473
H14 -5.3137 -0.3861 -0.8533
H15 -4.0939 -2.0164 -2.2899
H16 -1.5447 0.7516 0.8090
C21 -2.8179 -4.9758 3.4205
N4 -1.6718 -4.2911 3.9791
C22 -1.1486 -4.4680 5.2527
C23 -0.0980 -3.6372 5.3735
N5 0.0084 -2.9580 4.1740
C24 -0.9629 -3.3465 3.3075
S1 -1.2105 -2.7731 1.7594
H17 -3.0126 -5.8705 4.0068
H18 -2.6017 -5.2445 2.3891
H19 -3.6946 -4.3284 3.4314
H20 -1.5693 -5.1720 5.9481
H21 0.5762 -3.4746 6.1943
H22 0.6978 -2.2673 3.9174
F1 7.1642 1.4882 -3.4339
C25 5.9968 0.8451 -3.3885
C26 5.0668 1.1545 -2.4155
F2 5.3333 2.1018 -1.5125
C27 3.8647 0.4760 -2.3895
F3 2.9897 0.8253 -1.4169
C28 3.5288 -0.5151 -3.2942
Se1 1.8790 -1.4593 -3.2716
C29 4.4884 -0.7992 -4.2592
F4 4.2540 -1.7405 -5.1773
C30 5.7013 -0.1380 -4.3148
F5 6.5937 -0.4410 -5.2598


3.
Computed, not measured: one molecule with the formula C16H19ClN6S at a distorted geometry, with ωB97M-V with the def2-TZVPD basis set.

Computed properties:
structure (SMILES) = Cc1cnc(N2CCN(NC(=S)Nc3cccnc3)CC2)c(Cl)c1
2S+1 = 1
HOMO level = -8.13 eV
net charge = 0
molecular weight = 362.89 g/mol

Geometry (Å):
S1 -2.4335 -0.0342 -2.9580
Cl1 -1.3914 -3.7913 3.2431
N1 3.2115 1.3109 -4.9364
N2 -0.6006 0.0825 3.5550
C1 -0.8412 0.3816 -3.2534
C2 3.2198 2.3642 -5.7888
C3 2.0226 0.8716 -4.5142
C4 -0.3103 0.1748 4.8525
C5 -0.9308 -1.1233 3.0583
C6 2.0537 2.9741 -6.2476
C7 0.8287 2.5052 -5.7714
C8 -0.6947 -2.1510 5.2126
C9 -0.9400 -2.2755 3.8723
C10 0.7803 1.4201 -4.9262
C11 -0.3648 -0.9102 5.7283
N3 -0.4751 0.9711 -4.4719
N4 0.0643 0.4168 -2.1777
N5 -1.1217 -1.2475 1.6656
N6 -0.1948 -0.1127 -0.8620
C12 -0.0909 -0.7844 7.2245
C13 -1.9388 -0.2438 0.9204
C14 0.0605 -1.7853 0.9673
C15 -1.0238 0.6922 0.0751
C16 0.0603 -1.5260 -0.5615
H1 4.1661 2.8041 -6.1268
H2 2.0182 -0.0389 -3.8508
H3 -0.0725 1.1738 5.2894
H4 2.0732 3.8151 -6.9367
H5 -0.1101 2.9595 -6.0803
H6 -0.7882 -2.9987 5.8468
H7 -1.2606 1.1600 -5.0899
H8 0.8678 1.0415 -2.2863
H9 0.5393 -1.6197 7.4840
H10 0.4548 0.1636 7.4614
H11 -0.9626 -0.7681 7.8200
H12 -2.5270 0.3583 1.5809
H13 -2.6664 -0.7448 0.2326
H14 0.0418 -2.8759 1.1484
H15 0.9615 -1.3424 1.3912
H16 -1.6262 1.3832 -0.4887
H17 -0.3063 1.3160 0.6962
H18 0.9934 -1.8422 -1.0061
H19 -0.7458 -2.1243 -0.9911


4.
Computed, not measured: a 4-piece molecular cluster, C2H10O4 overall at a distorted geometry, with ωB97M-V with the def2-TZVPD basis set.

Computed properties:
ΔE to the lowest compared entry with this formula, charge and spin = 2.025 eV
structure (SMILES) = C=CO.O.O.O
2S+1 = 1
HOMO level = -10.01 eV
net charge = 0
molecular weight = 98.10 g/mol

Geometry (Å):
C1 0.6159 -1.1117 -1.1329
C2 -0.4906 -0.4687 -1.4254
O1 -0.4772 0.4290 -2.4021
H1 0.7228 -1.7043 -0.2741
H2 1.5478 -0.8869 -1.6939
H3 -1.3945 -0.4518 -0.9656
H4 -0.1674 0.2788 -3.2792
H5 0.9525 2.5891 -0.8614
H6 1.1365 1.4917 0.2087
O2 1.4124 2.3169 -0.0612
H7 -2.2975 -1.0244 1.4784
H8 -2.5999 0.3809 1.1760
O3 -2.6537 -0.1851 1.9133
H9 1.5364 -1.0267 1.9456
H10 0.9502 0.1622 2.6401
O4 1.2063 -0.7890 2.7337


5.
Computed, not measured: a 2-piece molecular cluster, C4H12OSSi overall at a distorted geometry, with ωB97M-V with the def2-TZVPD basis set.

Computed properties:
ΔE to the lowest compared entry with this formula, charge and spin = 4.346 eV
2S+1 = 1
HOMO level (spin up / spin down) = -7.00 / -7.83 eV
net charge = 0
molecular weight = 136.29 g/mol

Geometry (Å):
C1 -2.3950 -1.2854 -0.0547
C2 -0.9431 1.3456 1.3003
C3 -0.0348 0.8350 -2.0609
C4 2.5551 -0.7835 0.9292
O1 -1.1804 -0.9223 -0.6241
Si1 -0.1901 0.3298 -0.2571
S1 3.8610 0.0097 0.1916
H1 -2.2937 -2.3901 0.1665
H2 -3.1144 -1.1237 -0.9402
H3 -2.5863 -0.7136 0.7834
H4 -0.0467 1.6255 1.8789
H5 -1.3866 2.1736 0.7086
H6 -1.7379 0.9630 1.9735
H7 0.7203 1.6196 -2.2705
H8 0.3122 -0.1008 -2.5790
H9 -1.0634 1.2025 -2.5139
H10 2.3044 -0.4979 1.8894
H11 2.2564 -1.8734 0.5454
H12 4.9630 -0.4136 0.9337


6.
Computed, not measured: CH4Br2MnO7P2 as an isolated structure at a distorted geometry, with ωB97M-V with the def2-TZVPD basis set.

Computed properties:
2S+1 = 2
HOMO level (spin up / spin down) = -19.39 / -19.56 eV
net charge = +2
molecular weight = 404.73 g/mol

Geometry (Å):
Mn1 0.6750 0.3305 -0.4106
Br1 1.7660 2.5873 -0.0303
C1 1.1891 3.0612 -1.8065
Br2 0.1845 1.5879 -2.5364
H1 2.0647 3.2055 -2.4227
H2 0.5273 3.9121 -1.7323
O1 -2.2573 -0.2527 2.3209
P1 -1.7832 -0.6642 0.9224
O2 -2.6579 -1.0071 -0.1705
O3 -0.7559 0.5905 0.4816
O4 -0.6415 -1.8248 1.2738
P2 0.6551 -1.9150 0.3932
O5 1.3042 -3.2737 0.4363
O6 0.3078 -1.3490 -1.0342
O7 1.5817 -0.6886 0.7786
H3 -3.2106 -0.2806 2.5241
H4 1.0510 -4.0193 1.0126


7.
Computed, not measured: one molecule with the formula C18H21NOS, with ωB97M-V with the def2-TZVPD basis set.

Computed properties:
ΔE to the lowest compared entry with this formula, charge and spin = 0.307 eV
structure (SMILES) = CCCCNC(=O)[C@H](Sc1ccccc1)c1ccccc1
2S+1 = 1
HOMO level = -8.51 eV
net charge = 0
molecular weight = 299.44 g/mol

Geometry (Å):
C1 -4.5015 -1.1987 -0.1529
C2 -3.1465 -1.4688 0.4884
C3 -2.1625 -2.0660 -0.5157
H1 -1.9968 -1.3593 -1.3314
H2 -2.5957 -2.9735 -0.9404
C4 -0.8164 -2.4269 0.1132
N1 -0.0223 -1.2601 0.4281
C5 1.1532 -1.0069 -0.1906
O1 1.6684 -1.7700 -0.9754
C6 1.7662 0.3391 0.1992
C7 3.2591 0.3306 0.1132
C8 3.8944 0.1130 -1.1032
C9 5.2751 0.0768 -1.1679
C10 6.0325 0.2625 -0.0238
C11 5.4039 0.4846 1.1893
C12 4.0228 0.5180 1.2582
H3 3.5363 0.6890 2.2090
H4 5.9890 0.6319 2.0853
H5 7.1110 0.2356 -0.0763
H6 5.7618 -0.0959 -2.1162
H7 3.3021 -0.0321 -1.9923
H8 1.4408 0.6415 1.1959
S1 1.0947 1.5735 -1.0096
C13 -0.5833 1.7800 -0.4602
C14 -1.5820 1.7864 -1.4269
C15 -2.8970 2.0076 -1.0621
C16 -3.2271 2.2098 0.2680
C17 -2.2312 2.2072 1.2310
C18 -0.9106 2.0052 0.8712
H9 -0.1386 2.0457 1.6263
H10 -2.4800 2.3768 2.2686
H11 -4.2549 2.3732 0.5541
H12 -3.6671 2.0197 -1.8191
H13 -1.3136 1.6244 -2.4594
H14 -0.4494 -0.5600 1.0141
H15 -0.9760 -3.0111 1.0265
H16 -0.2174 -3.0173 -0.5838
H17 -3.2727 -2.1616 1.3241
H18 -2.7510 -0.5315 0.8861
H19 -5.1877 -0.7648 0.5703
H20 -4.9362 -2.1220 -0.5291
H21 -4.3937 -0.5057 -0.9837


8.
Computed, not measured: a 2-piece molecular cluster, C2H3O3S overall at a distorted geometry, with ωB97M-V with the def2-TZVPD basis set.

Computed properties:
ΔE to the lowest compared entry with this formula, charge and spin = 1.438 eV
2S+1 = 1
HOMO level = -2.87 eV
net charge = -1
molecular weight = 107.11 g/mol

Geometry (Å):
C1 -1.5522 0.2414 -0.0321
C2 0.5891 -0.1350 0.5146
O1 -1.7474 -0.6887 -0.7543
O2 -1.9589 1.2350 0.4682
O3 0.8364 -1.4633 0.1339
S1 1.8034 1.0506 -0.1163
H1 0.6539 -0.0575 1.6045
H2 0.2524 -1.6348 -0.6220
H3 1.1232 1.4524 -1.1965


9.
Computed, not measured: C11H20NOS4SeSiSn as an isolated structure at a distorted geometry, with ωB97M-V with the def2-TZVPD basis set.

Computed properties:
ΔE to the lowest compared entry with this formula, charge and spin = 1.617 eV
2S+1 = 1
HOMO level (spin up / spin down) = -10.86 / -10.51 eV
net charge = +1
molecular weight = 536.31 g/mol

Geometry (Å):
Sn1 -0.6685 1.6053 -1.5872
O1 1.8269 1.5531 -1.4585
C1 2.4700 1.9048 -0.2201
C2 2.6209 0.7052 0.6981
C3 1.2855 -0.0064 0.9723
C4 0.2853 0.8933 1.6361
C5 0.2190 0.9808 3.0210
C6 -0.6815 1.8465 3.6158
C7 -1.5004 2.6201 2.8058
C8 -1.3794 2.4885 1.4392
N1 -0.5139 1.6455 0.8600
H1 2.4178 1.0207 -2.0061
H2 1.8239 2.6603 0.2268
H3 3.4381 2.3667 -0.4165
H4 3.0673 1.0517 1.6329
H5 3.3087 -0.0159 0.2487
H6 1.4710 -0.8739 1.6058
H7 0.8690 -0.3654 0.0302
H8 0.8730 0.3634 3.6221
H9 -0.7463 1.9195 4.6932
H10 -2.2258 3.3043 3.2208
H11 -2.0008 3.0784 0.7771
S1 -3.2787 2.2138 -1.5982
S2 -3.6841 4.1422 -1.7319
S3 -2.0480 5.2038 -0.9822
S4 -0.4240 4.4503 -1.7478
C9 -1.8394 -3.8995 -2.4962
Si1 -0.5133 -3.1384 -1.4284
C10 1.2661 -3.3837 -1.9464
C11 -0.7592 -3.2566 0.4217
Se1 -1.1022 -0.8007 -2.0171
H12 -1.8196 -4.9901 -2.4690
H13 -1.7149 -3.5690 -3.5280
H14 -2.8157 -3.5552 -2.1527
H15 1.5204 -4.4467 -1.9477
H16 1.9392 -2.8785 -1.2527
H17 1.4413 -2.9913 -2.9480
H18 -0.7648 -4.3001 0.7463
H19 -1.7077 -2.8035 0.7109
H20 0.0449 -2.7433 0.9499


10.
Computed, not measured: C11H17BN6O3ReS as an isolated structure at a distorted geometry, with ωB97M-V with the def2-TZVPD basis set.

Computed properties:
ΔE to the lowest compared entry with this formula, charge and spin = 1.004 eV
2S+1 = 4
HOMO level (spin up / spin down) = -14.95 / -14.95 eV
net charge = +2
molecular weight = 510.38 g/mol

Geometry (Å):
H1 -2.8334 -1.9142 0.0667
N1 -0.7637 -1.6506 -0.3332
B1 1.6808 -1.8176 -1.1651
N2 0.2563 -2.4092 -0.9808
C1 -0.2895 -3.5741 -1.3155
Re1 -0.7645 0.1680 -0.6100
H2 0.3197 -4.3159 -1.7755
C2 -1.6541 -3.5943 -0.9393
H3 -2.3403 -4.3978 -1.0701
C3 -1.9501 -2.3852 -0.3625
H4 2.4139 -2.5963 -1.6829
C4 0.1666 2.3678 1.5660
H5 -0.5157 3.1797 1.9565
H6 0.1874 2.3291 0.4108
H7 1.1950 2.1797 2.0129
N3 2.1786 -1.4541 0.2740
N4 1.6019 -0.4745 -1.9553
N5 1.4178 -0.6270 1.0787
N6 0.8404 0.6469 -1.4996
C5 3.2690 -1.8438 0.9579
C6 2.1053 -0.1214 -3.1245
H8 3.9688 -2.5168 0.5107
H9 2.7530 -0.8152 -3.6271
C7 3.2503 -1.2274 2.1905
C8 1.7009 1.1584 -3.4739
C9 2.0805 -0.4415 2.2216
C10 0.8845 1.6487 -2.4847
H10 3.9731 -1.3084 2.9746
H11 1.9693 1.7107 -4.3546
H12 1.7171 0.2213 2.9921
H13 0.3129 2.5503 -2.3120
H14 -0.3070 1.4502 1.7060
C11 -3.8112 2.5473 2.6251
S1 -3.5338 2.5663 0.7900
O1 -4.8058 2.2367 0.1565
O2 -2.8459 3.7918 0.4558
O3 -2.2308 1.0864 -0.7892
H15 -4.4184 3.4110 2.8833
H16 -2.8516 2.6033 3.1302
H17 -4.3271 1.6315 2.8958


11.
Computed, not measured: a 2-piece molecular cluster, C3H8N2O overall at a distorted geometry, with ωB97M-V with the def2-TZVPD basis set.

Computed properties:
ΔE to the lowest compared entry with this formula, charge and spin = 6.588 eV
2S+1 = 1
HOMO level (spin up / spin down) = -9.22 / -8.02 eV
net charge = 0
molecular weight = 88.11 g/mol

Geometry (Å):
C1 -1.5719 1.4361 1.1466
N1 0.7777 0.1565 -0.9189
N2 -0.3570 1.3055 0.3871
C2 1.1527 -1.0960 -0.4137
C3 0.6949 -2.2470 -0.9051
O1 1.5934 1.1184 -0.9089
H1 0.0009 0.1909 -1.5903
H2 0.4080 1.1616 1.0460
H3 1.9748 -1.0297 0.2855
H4 -2.4158 1.6082 0.4764
H5 -1.7848 0.5684 1.7958
H6 -1.5018 2.2971 1.8346
H7 -0.0697 -2.2819 -1.6696
H8 1.0987 -3.1879 -0.5655


12.
Computed, not measured: a 2-piece molecular cluster, C6H12O overall at a distorted geometry, with ωB97M-V with the def2-TZVPD basis set.

Computed properties:
ΔE to the lowest compared entry with this formula, charge and spin = 3.104 eV
structure (SMILES) = C=C/C(C)=C/C.O
2S+1 = 1
HOMO level = -8.12 eV
net charge = 0
molecular weight = 100.16 g/mol

Geometry (Å):
C1 -1.7254 -0.9597 -0.6770
C2 -0.3930 -0.8749 -0.0377
C3 0.6678 -0.2010 -0.6179
C4 0.4468 0.5053 -1.9309
C5 0.9788 -1.5195 1.8580
C6 -0.3107 -1.3059 1.3131
H1 -1.9137 -1.5978 -1.5355
H2 -1.8876 0.1370 -0.9683
H3 -2.5162 -1.1133 0.0400
H4 1.7603 0.0488 -0.2350
H5 1.3446 0.3468 -2.5269
H6 0.3921 1.6572 -1.8962
H7 -0.4059 0.2183 -2.5443
H8 1.8055 -1.3979 1.1533
H9 1.2621 -1.6279 2.8545
H10 -1.1502 -1.3508 1.8929
H11 0.1341 3.7561 1.1171
H12 0.8070 2.2667 1.0621
O1 0.7035 3.0124 1.6787